Record 1
C15H32Cl14O7P2S2 | ωB97M-V/def2-TZVPD

Summary:
Energy above the lowest of the compared OMol25 structures with the same formula, charge and spin   0.0 kcal/mol
Kohn-Sham gap   9.3242 eV
Total energy   -9039.25462 a.u.
Structure (SMILES)   CCOP(=O)(CC[C@H]1OS(=O)(=O)O[C@H]1[PH2]=S)OCC.ClCCl.ClCCl.ClCCl.ClCCl.ClCCl.ClCCl.ClCCl
HOMO   -9.126 eV

CARTESIAN COORDINATES (ANGSTROEM)
C -2.348 0.250 -3.405
C -0.912 0.215 -2.889
O -0.775 0.969 -1.665
P -1.348 0.327 -0.333
O -1.137 -1.128 -0.194
C -0.554 1.321 0.916
C -0.909 2.820 0.844
C 0.301 3.663 1.178
O 1.495 3.334 0.446
S 2.082 4.579 -0.328
O 3.481 4.649 -0.127
O 1.523 4.653 -1.624
O 1.420 5.680 0.633
C 0.184 5.217 1.175
P -1.198 6.047 0.225
S -1.826 5.365 -1.467
O -2.879 0.770 -0.272
C -3.924 -0.201 -0.051
C -5.065 0.498 0.654
H -2.878 -0.670 -3.167
H -2.860 1.093 -2.941
H -2.384 0.422 -4.480
H -0.246 0.692 -3.604
H -0.547 -0.800 -2.729
H 0.519 1.159 0.819
H -0.876 0.887 1.867
H -1.687 3.036 1.579
H -1.307 3.063 -0.139
H 0.563 3.405 2.207
H 0.072 5.547 2.209
H -2.170 6.190 1.231
H -0.633 7.328 0.144
H -4.244 -0.577 -1.024
H -3.543 -1.031 0.543
H -5.447 1.311 0.037
H -5.858 -0.211 0.887
H -4.694 0.947 1.576
Cl 2.051 3.604 4.815
C 2.966 2.363 3.940
Cl 1.899 1.187 3.169
H 3.549 2.850 3.166
H 3.606 1.844 4.643
Cl -4.265 -4.163 -2.617
C -2.620 -4.174 -3.258
Cl -2.461 -3.144 -4.693
H -1.951 -3.793 -2.495
H -2.363 -5.188 -3.540
Cl -2.423 -0.029 -8.075
C -1.178 -0.763 -7.061
Cl -0.027 0.424 -6.434
H -1.656 -1.235 -6.211
H -0.634 -1.490 -7.652
Cl 3.977 -0.159 0.417
C 4.744 -1.208 1.617
Cl 4.919 -0.417 3.195
H 4.134 -2.093 1.745
H 5.729 -1.490 1.268
Cl 0.001 -2.000 3.250
C 1.100 -1.979 1.867
Cl 1.852 -3.568 1.595
H 0.535 -1.707 0.979
H 1.884 -1.258 2.063
Cl 5.272 -4.135 3.260
C 6.765 -4.666 2.474
Cl 7.216 -3.622 1.115
H 7.562 -4.639 3.206
H 6.619 -5.669 2.092
Cl -2.303 -6.005 3.995
C -1.212 -5.979 2.603
Cl -0.473 -7.560 2.309
H -1.783 -5.698 1.727
H -0.424 -5.261 2.795

Mulliken atomic charge list, values in e, 6 entries: number 1, C, carries -0.80; number 2, C, carries -0.02; number 3, O, carries -0.29; number 4, P, carries 0.59; number 5, O, carries -1.02; number 6, C, carries -0.38

=====

Record 2
C15H32Hg2NO7S2 | ωB97M-V/def2-TZVPD

Summary:
Charge   +3
Energy above the lowest of the compared OMol25 structures with the same formula, charge and spin   39.4 kcal/mol
Kohn-Sham gap   1.9037 eV
Total energy   -2274.02104 a.u.
HOMO   -16.511 eV

CARTESIAN COORDINATES (ANGSTROEM)
Hg 0.671 4.481 -2.032
Hg 0.327 3.854 1.845
O -1.134 0.721 -0.895
C -1.079 1.986 -0.563
O -1.122 2.264 0.613
O -0.797 2.840 -1.411
H -1.500 0.577 -0.020
C 1.491 -3.528 6.212
C 1.095 -3.345 4.643
N -0.382 -3.006 4.546
C -0.786 -2.479 3.300
C 0.174 -1.398 2.732
C -1.168 -4.148 4.985
C -1.802 -3.885 6.389
H 1.000 -4.432 6.572
H 1.194 -2.630 6.753
H 2.552 -3.678 6.408
H 1.806 -2.559 4.390
H 1.375 -4.162 3.977
H -0.779 -3.363 2.663
H -1.799 -2.079 3.264
H 0.075 -1.069 1.697
H 0.003 -0.500 3.324
H 1.180 -1.796 2.870
H -0.533 -5.022 5.133
H -1.895 -4.349 4.199
H -2.275 -4.729 6.892
H -2.638 -3.192 6.296
H -0.982 -3.627 7.059
C 4.168 0.263 -1.628
C 3.134 -0.865 -1.653
C 1.799 -0.035 -1.613
S 2.082 1.078 -3.107
O 1.599 2.462 -2.759
O 1.747 0.457 -4.395
C 3.993 1.127 -2.889
H 5.203 -0.073 -1.680
H 4.148 0.792 -0.675
H 3.325 -1.352 -0.697
H 3.275 -1.362 -2.613
H 1.747 0.669 -0.782
H 0.922 -0.682 -1.647
H 4.212 2.193 -2.943
H 4.576 0.707 -3.708
C -3.289 2.070 -4.704
C -3.635 3.378 -3.982
C -2.806 4.520 -4.664
S -1.184 3.658 -4.974
O -0.194 4.026 -3.971
O -0.901 3.958 -6.414
C -1.740 1.942 -4.692
H -3.744 2.100 -5.694
H -3.773 1.268 -4.147
H -3.432 3.325 -2.912
H -4.679 3.688 -3.939
H -2.663 5.536 -4.295
H -3.217 4.586 -5.671
H -1.505 1.700 -3.656
H -1.442 1.117 -5.340

natural (NBO) atomic charge list, values in e, 6 entries: number 1, Hg, carries 1.70; number 2, Hg, carries 0.70; number 3, O, carries -0.63; number 4, C, carries 0.96; number 5, O, carries -0.75; number 6, O, carries -0.83

=====

Record 3
C15H32INO12S | ωB97M-V/def2-TZVPD

Summary:
Energy above the lowest of the compared OMol25 structures with the same formula, charge and spin   10.6 kcal/mol
Kohn-Sham gap   8.0978 eV
Total energy   -2243.96534 a.u.
HOMO   -8.900 eV

CARTESIAN COORDINATES (ANGSTROEM)
O 0.412 -4.358 -2.456
N 0.444 -4.918 -3.464
O 1.288 -4.224 -4.437
C 2.466 -4.961 -4.640
C 3.679 -4.085 -4.260
I 5.235 -5.214 -3.283
C 4.210 -3.156 -5.310
O 4.993 -2.228 -4.525
S 3.987 -1.740 -3.397
O 4.582 -1.509 -2.165
O 3.150 -0.780 -3.963
O 3.220 -3.147 -3.280
H 2.481 -5.838 -4.009
H 2.551 -5.285 -5.672
H 3.363 -2.627 -5.728
H 4.875 -3.593 -6.034
C 0.688 -2.017 5.458
O 0.558 -2.640 4.200
C -0.772 -2.957 3.833
C -1.100 -2.564 2.409
O -1.191 -1.170 2.159
C 0.012 -0.407 2.199
C 1.023 -0.722 1.118
O 1.639 -1.982 1.303
C 1.824 -2.721 0.113
H 0.652 -2.751 6.270
H 1.656 -1.517 5.480
H -0.091 -1.264 5.617
H -1.488 -2.478 4.510
H -0.900 -4.045 3.920
H -2.104 -2.945 2.204
H -0.431 -3.053 1.699
H 0.465 -0.449 3.191
H -0.300 0.627 2.042
H 1.805 0.049 1.151
H 0.531 -0.667 0.141
H 0.963 -2.633 -0.555
H 1.936 -3.771 0.387
H 2.728 -2.393 -0.409
C -2.543 1.463 0.473
O -2.489 2.733 1.096
C -1.186 3.257 1.262
C -1.091 4.709 0.849
O -1.207 4.952 -0.540
C -2.464 4.783 -1.170
C -3.524 5.791 -0.787
O -3.993 5.597 0.535
C -4.204 6.783 1.265
H -2.340 0.667 1.192
H -3.549 1.333 0.075
H -1.837 1.396 -0.363
H -0.454 2.675 0.690
H -0.919 3.190 2.325
H -0.082 5.042 1.106
H -1.784 5.327 1.424
H -2.835 3.763 -1.053
H -2.261 4.929 -2.234
H -4.371 5.670 -1.476
H -3.121 6.801 -0.914
H -3.410 7.515 1.083
H -4.195 6.525 2.323
H -5.173 7.232 1.021

natural (NBO) atomic charge list, values in e, 6 entries: number 1, O, carries -0.19; number 2, N, carries 0.41; number 3, O, carries -0.45; number 4, C, carries -0.15; number 5, C, carries 0.16; number 6, I, carries 0.13